Record 1
Here is a structure of composition C32H18F3N5O8SW from OMol25. Energies are from wB97M-V/def2-TZVPD.

Results
Calculated total energy, eV: -78107.4427
Relative energy (zero: lowest compared OMol25 entry of this formula, charge and spin), kJ/mol: 62.8
Charge: +2
HOMO level, Eh: -0.535
2S+1: 1

Last column: Mulliken charge in e.
CARTESIAN COORDINATES (ANGSTROEM)
W 0.3536 0.1312 0.4412  2.1977
O 0.1132 2.2460 3.9811  -0.5678
C 0.1902 1.3630 3.1865  0.0753
O 0.4414 1.5503 1.8775  -0.5551
C 0.0352 -0.0865 3.4945  1.0126
C -0.3740 -0.6509 4.6888  -0.8957
C -0.5936 -2.0239 4.7196  -0.4538
C -0.3875 -2.7922 3.5746  -1.0134
C 0.0644 -2.1469 2.4419  0.7788
N 0.2747 -0.8335 2.4275  0.3374
C 0.3729 -2.7243 1.1000  -0.1118
O 0.1152 -3.8230 0.7239  -0.5436
O 1.0089 -1.7777 0.3738  -0.4909
H -0.5295 -0.0169 5.5507  0.6163
H -0.9371 -2.4963 5.6302  0.5005
H -0.5552 -3.8601 3.5506  0.6244
O 1.0833 -2.3689 -6.5295  -0.6118
N 0.0680 -2.7339 -5.9775  1.0572
O -0.8137 -3.3668 -6.4992  -0.6028
C -0.1706 -2.3121 -4.5607  -0.8956
C -1.3518 -2.7054 -4.0595  -0.3068
C -1.7214 -2.3633 -2.7247  1.0834
C -2.9175 -2.8245 -2.1557  -0.5426
C -3.1984 -2.4906 -0.8619  -1.3950
C -2.3084 -1.6728 -0.1636  -0.3116
N -1.1835 -1.1919 -0.6938  0.3888
C -0.8709 -1.5628 -1.9614  -0.9758
C 0.3849 -1.1394 -2.4942  0.2685
N 1.1722 -0.3842 -1.6692  0.3047
C 2.4026 -0.1169 -2.0876  0.0657
C 2.8972 -0.5195 -3.3213  -1.3352
C 2.0968 -1.2056 -4.1876  -0.5485
C 0.7874 -1.5437 -3.7847  0.7105
H -2.0229 -3.2905 -4.6739  0.6549
H -3.5862 -3.4467 -2.7363  0.5618
H -4.0892 -2.8389 -0.3606  0.4814
H -2.5299 -1.4148 0.8572  0.6178
H 3.0520 0.4481 -1.4478  0.5474
H 3.9136 -0.2640 -3.5834  0.5259
H 2.4586 -1.5020 -5.1541  0.6792
F 5.7606 3.6881 0.4835  -0.2730
C 4.5283 3.3573 0.1144  0.7875
F 3.6833 4.3162 0.5105  -0.2207
F 4.4827 3.3076 -1.2308  -0.2260
C 4.1159 2.0197 0.6814  -0.2905
C 4.9858 1.2094 1.3856  -0.1494
C 4.5830 -0.0517 1.8356  -1.1572
C 3.3020 -0.4750 1.5686  -0.2212
N 2.4618 0.3342 0.8984  0.5351
C 2.8288 1.5419 0.4541  0.4803
S 1.4822 2.1941 -0.4172  -0.2253
H 5.9924 1.5579 1.5784  0.5944
H 5.2610 -0.6954 2.3754  0.4829
H 2.9255 -1.4425 1.8619  0.4956
O -1.0173 1.3847 -0.5424  -0.8367
C -1.8524 1.3591 0.4369  1.3941
O -1.5797 0.3883 1.2440  -0.5900
C -2.9196 2.2921 0.6549  0.1775
C -3.4633 2.9716 -0.4410  -0.4966
C -4.4960 3.8643 -0.2297  -0.7772
C -4.9548 4.0896 1.0645  -0.4064
C -4.4008 3.4247 2.1534  -0.8783
C -3.3863 2.5081 1.9549  -0.3892
H -3.0756 2.8010 -1.4362  0.4822
H -4.9364 4.3916 -1.0636  0.4417
H -5.7549 4.7991 1.2275  0.4314
H -4.7593 3.6274 3.1524  0.4505
H -2.9421 1.9894 2.7932  0.4522

Record 2
Here is a structure of composition C32H19F4FeN6OS from OMol25. Energies are from wB97M-V/def2-TZVPD.

Results
Calculated total energy, eV: -100561.3949
⟨S²⟩: 6.3019
Charge: +1
HOMO level (alpha / beta), Eh: -0.386 / -0.415
2S+1: 5

Last column: Mulliken spin population.
CARTESIAN COORDINATES (ANGSTROEM)
Fe -0.2822 0.0026 0.8634  3.3085
C 0.5783 -4.2973 4.3619  0.0034
C 0.4181 -3.2390 5.2517  -0.0006
C 0.0773 -1.9809 4.7915  0.0002
C -0.1007 -1.7891 3.4239  0.0006
C 0.0618 -2.8407 2.5287  0.0020
C 0.3979 -4.0993 3.0003  -0.0005
N -0.4319 -0.5272 2.8660  0.0129
N -0.7603 0.3938 3.6382  0.0161
C -1.0227 1.6017 2.9639  -0.0473
C -1.3984 2.7180 3.6939  -0.0268
C -1.6504 3.9075 3.0202  0.0437
C -1.5256 3.9756 1.6402  -0.0403
C -1.1460 2.8517 0.8995  0.0922
C -0.8939 1.6813 1.5695  -0.3722
H 0.8407 -5.2783 4.7342  0.0002
H 0.5586 -3.3993 6.3119  0.0000
H -0.0502 -1.1524 5.4734  -0.0002
H -0.0940 -2.6845 1.4658  0.0107
H 0.5098 -4.9219 2.3075  0.0000
H -1.4905 2.6461 4.7695  -0.0034
H -1.9522 4.7854 3.5743  0.0011
H -1.7379 4.9043 1.1276  -0.0026
H -1.0748 2.9078 -0.1812  -0.0129
C 6.6929 1.8324 -3.2002  0.0011
C 5.7521 1.4255 -2.1051  0.0016
C 5.0231 0.2358 -2.1925  -0.0019
C 4.1478 -0.1446 -1.1941  -0.0028
C 3.9997 0.6838 -0.0870  0.0042
C 4.6959 1.8811 0.0201  0.0019
C 5.5758 2.2384 -0.9868  0.0002
S 2.9332 0.2660 1.2424  0.0099
C 3.6060 -1.2995 1.7729  0.0031
O 1.6035 -0.1640 0.5822  0.0638
H 6.8575 1.0249 -3.9079  0.0001
H 7.6512 2.1521 -2.7899  0.0001
H 6.2758 2.6731 -3.7572  -0.0009
H 5.1489 -0.3906 -3.0667  0.0002
H 3.5806 -1.0635 -1.2788  0.0000
H 4.5580 2.5196 0.8844  0.0003
H 6.1329 3.1632 -0.9057  -0.0001
H 3.6371 -1.9743 0.9195  0.0004
H 2.9556 -1.6862 2.5570  -0.0002
H 4.6071 -1.1190 2.1620  0.0006
F 0.5867 1.5127 -1.8880  -0.0088
C 0.2169 1.5686 -3.1831  -0.0372
C 1.2063 1.6436 -4.1266  0.1038
F 2.4667 1.6387 -3.6964  0.0063
C 0.9179 1.7594 -5.5012  -0.0490
C -0.4571 1.8321 -5.8189  0.1056
C -1.4428 1.7409 -4.8625  -0.0499
F -2.7101 1.7490 -5.2555  -0.0056
C -1.1452 1.5857 -3.5071  0.1088
C -2.1670 1.4167 -2.4737  -0.0318
C -1.8767 0.6045 -1.4352  0.0397
N -1.5498 -0.0811 -0.5369  0.0090
C -3.4529 2.0277 -2.5301  0.0179
N -4.4946 2.5149 -2.5438  -0.0144
F -0.8290 1.9321 -7.0854  0.0128
C 1.9429 1.7805 -6.4921  0.3783
C 3.2986 1.4889 -6.1840  -0.0356
N 4.4050 1.2584 -5.9603  0.2025
C 1.6982 2.0366 -7.8646  -0.0302
N 1.5659 2.2352 -8.9920  0.2115

Record 3
Here is a structure of composition C32H20Cl36N6O5 from OMol25. Energies are from wB97M-V/def2-TZVPD.

Results
Calculated total energy, eV: -503481.6964
HOMO level, Eh: -0.348
2S+1: 1

Last column: Mulliken charge in e.
CARTESIAN COORDINATES (ANGSTROEM)
C 6.1917 1.6107 1.4567  0.1353
C 5.9032 1.7856 0.3051  -0.5108
C 5.4341 1.8533 -1.0808  -0.8001
C 4.4857 3.0406 -1.3914  -0.5926
C 3.7305 3.6352 -0.2035  -0.0995
C 2.5518 2.8117 0.2425  0.4629
N 2.6379 1.5130 0.1441  -0.0339
C 1.5219 0.8264 0.5228  -0.3183
C 1.5445 -0.5916 0.4462  0.9413
C 2.7967 -1.3253 0.0075  0.5104
C 3.3914 -2.0944 1.1842  -0.1741
N 3.7675 -3.2992 1.1228  -0.7819
C 0.4285 -1.2945 0.7989  -0.0195
O 0.4747 -2.7124 0.7287  -0.5672
C 0.1206 -3.0929 -0.4681  0.3542
N -0.1032 -3.5762 -1.4912  -0.1967
C -0.7678 -0.6668 1.2209  0.2205
C -1.9403 -1.5423 1.6207  -0.8324
O -2.0721 -1.3779 3.0497  -0.3004
N -3.4842 -1.3896 3.4309  0.2122
O -3.9506 -2.4335 3.2574  -0.1874
C -0.8039 0.7046 1.3065  -0.3688
N -2.0292 1.3150 1.7376  0.9021
C -2.4785 2.3809 0.8693  0.7846
C -2.6314 2.0889 -0.6098  -1.1955
O -2.7022 3.4853 1.2760  -0.5471
C -2.1253 1.6603 3.1336  0.6451
C -0.9039 1.5517 4.0179  -1.0412
O -3.1882 1.9865 3.5811  -0.5168
C 0.3578 1.4610 0.9806  1.0609
N 0.3093 2.8138 1.1169  -0.3910
C 1.3818 3.4708 0.7563  -0.0226
C 1.3242 4.9090 0.9019  -0.6859
C 1.2363 6.0891 0.6972  -0.6295
H 6.4717 1.3796 2.4564  0.4208
H 4.9495 0.9216 -1.3676  0.0446
H 6.3177 1.9385 -1.7196  0.4918
H 5.0172 3.8193 -1.9382  0.4183
H 3.7315 2.6671 -2.0904  0.2071
H 4.3730 3.8073 0.6649  0.2324
H 3.3740 4.6206 -0.5017  0.2501
H 3.5579 -0.6151 -0.3122  -0.2724
H 2.5845 -2.0151 -0.8044  -0.5245
H 3.5210 -1.5594 2.1252  0.4749
H 3.5948 -3.6796 0.1907  0.2761
H -2.8741 -1.2916 1.1196  0.0821
H -1.6723 -2.5743 1.4057  0.5526
H -2.1345 2.9092 -1.1239  0.2897
H -2.2401 1.1213 -0.9127  0.1862
H -3.6958 2.1795 -0.8249  0.3850
H -1.2378 1.6424 5.0469  0.3039
H -0.1966 2.3386 3.7581  0.2562
H -0.4597 0.5608 3.9054  0.2872
H 1.0271 7.1246 0.5621  0.4477
C -1.2155 -6.0383 -2.9182  0.1598
Cl 0.5128 -6.2404 -2.6046  -0.0971
Cl -2.0492 -5.6393 -1.4124  0.0032
Cl -1.4575 -4.7298 -4.0767  0.0178
Cl -1.8737 -7.5411 -3.5787  -0.1166
C -1.3308 -2.7229 -7.6627  0.2349
Cl 0.3160 -2.8971 -7.0453  0.0104
Cl -2.3983 -2.4817 -6.2745  -0.0677
Cl -1.4398 -1.3202 -8.7308  -0.1053
Cl -1.7879 -4.1791 -8.5475  -0.0968
C 3.3264 -2.3736 -4.5859  0.0713
Cl 4.9316 -2.5001 -3.8542  -0.1214
Cl 2.0900 -2.5406 -3.3356  0.1189
Cl 3.1625 -0.8050 -5.3781  0.0561
Cl 3.0933 -3.6749 -5.7544  -0.1075
C 5.9886 6.9996 0.1825  0.3475
Cl 6.7757 8.3257 1.0424  -0.1076
Cl 4.2658 6.9701 0.5859  -0.0914
Cl 6.1730 7.2308 -1.5610  -0.1079
Cl 6.7304 5.4670 0.6515  -0.0864
C -4.8249 -4.5552 6.3435  0.3319
Cl -6.5437 -4.3206 6.0118  -0.1031
Cl -4.0862 -5.4568 5.0153  -0.0746
Cl -4.0369 -2.9818 6.4970  -0.0645
Cl -4.6320 -5.4598 7.8485  -0.1068
C 3.6745 3.2850 -5.8818  0.2999
Cl 5.1547 2.4048 -5.4870  -0.0936
Cl 4.0357 4.5551 -7.0525  -0.0944
Cl 2.4910 2.1664 -6.5710  -0.0930
Cl 3.0108 4.0075 -4.4114  -0.0677
C -5.7661 -1.5582 -1.4559  0.1797
Cl -5.8046 -1.3532 -3.2083  -0.1092
Cl -6.1180 -3.2369 -1.0437  -0.0493
Cl -4.1506 -1.1373 -0.8549  0.0073
Cl -6.9554 -0.4946 -0.7040  -0.1232
C -5.8635 -5.7426 0.0316  0.1895
Cl -4.5275 -4.6808 0.4920  0.1381
Cl -7.3759 -5.0906 0.6706  -0.0672
Cl -5.9553 -5.8350 -1.7293  -0.0822
Cl -5.5859 -7.3551 0.6945  -0.0979
C -4.8769 2.5269 7.0662  0.3024
Cl -3.2467 2.6791 7.7403  -0.1218
Cl -6.0559 2.5230 8.3854  -0.1107
Cl -5.1965 3.8891 5.9928  -0.0910
Cl -4.9963 1.0209 6.1601  -0.0389

One value per record, in order, for maximum force: 0.63, 0.47, 4.18 eV/Å.
One value per record, in order, for molecular weight: 873.424, 667.449, 1844.857 g/mol.